[1]
# C3H3F3

An isolated molecule of C3H3F3 (ωB97M-V/def2-TZVPD, OMol25).

Results
HOMO energy	-10.47	eV
2S+1	1
SMILES	F/C=C/C(F)F
relative energy (zero: lowest compared OMol25 entry of this formula, charge and spin)	202.3	kJ/mol
frontier orbital gap	0.4159	Eh
calculated total energy	-11309.462	eV

Geometry as XYZ:
```
9
Properties=species:S:1:pos:R:3:nbo_charge:R:1
F 2.46341 -0.06172 -0.24042 -0.3262
C 1.23183 -0.02010 0.19893 0.2715
C 0.16751 -0.36185 -0.54972 -0.3932
C -1.04427 -0.06406 0.20305 0.5184
F -2.19489 -0.80237 -0.08872 -0.3411
F -1.38044 1.19465 -0.41432 -0.3903
H 1.38848 0.67653 1.25772 0.1924
H 0.36755 -0.79747 -1.70914 0.2851
H -0.99918 0.23638 1.34261 0.1833
```

[2]
# C3H5NOS

An isolated molecule of C3H5NOS (ωB97M-V/def2-TZVPD, OMol25).

Results
HOMO energy	-9.00	eV
2S+1	1
SMILES	O=C(S)[C@H]1CN1
relative energy (zero: lowest compared OMol25 entry of this formula, charge and spin)	400.9	kJ/mol
frontier orbital gap	0.3368	Eh
calculated total energy	-17561.113	eV

Geometry as XYZ:
```
11
Properties=species:S:1:pos:R:3:nbo_charge:R:1
O 0.75549 -1.22814 -0.60491 -0.5279
C -0.09117 -0.46463 -0.27370 0.3556
S -1.69866 -0.90540 -0.58127 0.0309
C 0.20969 0.94863 0.48173 -0.1927
C 1.43791 0.82742 1.41808 -0.2623
N 1.46912 1.54166 0.14820 -0.6230
H -2.25394 0.53640 -0.91005 0.1506
H -0.65149 1.66678 0.63383 0.2072
H 1.58063 -0.41008 1.20358 0.2495
H 1.70015 1.37017 2.41650 0.2318
H 1.13679 2.48807 0.00168 0.3802
```

[3]
# C5H10NO2

A 2-piece molecular cluster, C5H10NO2 overall (ωB97M-V/def2-TZVPD, OMol25).

Results
total charge	+1
HOMO energy (alpha / beta)	-12.92 / -12.93	eV
2S+1	1
relative energy (zero: lowest compared OMol25 entry of this formula, charge and spin)	601.2	kJ/mol
frontier orbital gap (alpha / beta)	0.3015 / 0.3016	Eh
calculated total energy	-10919.821	eV

Geometry as XYZ:
```
18
Properties=species:S:1:pos:R:3:nbo_charge:R:1
C -1.74348 -0.18215 0.75510 0.0180
C -0.42550 2.79037 -0.54908 0.6738
C -0.61259 0.29787 0.28359 -0.2309
C 0.49739 -0.78869 -1.46069 -0.4231
C 1.78709 -0.36980 0.67031 -0.4207
N 0.42777 -0.66868 -0.04048 -0.4202
O 0.67833 3.11010 -0.43973 -0.3084
O -2.08415 -1.50149 0.95207 -0.7170
H -2.45914 0.62450 0.95370 0.1903
H -1.47244 2.81166 -0.58192 0.2606
H 1.19669 -1.51652 -1.91319 0.2449
H -0.53973 -0.83091 -1.80452 0.2444
H 0.98231 0.12510 -1.80616 0.2142
H 2.50094 -1.10349 0.54156 0.2283
H 2.23714 0.59341 0.40595 0.2342
H 1.72835 -0.36582 1.82801 0.2482
H -0.08225 -1.39547 0.41904 0.4482
H -2.61670 -1.63000 1.78644 0.5153
```

[4]
# C37H37Cl3InN8O3S2

C37H37Cl3InN8O3S2 as an isolated structure (ωB97M-V/def2-TZVPD, OMol25).

Results
total charge	-1
HOMO energy (alpha / beta)	-4.56 / -4.56	eV
2S+1	1
relative energy (zero: lowest compared OMol25 entry of this formula, charge and spin)	0.0	kJ/mol
frontier orbital gap (alpha / beta)	0.2530 / 0.2530	Eh
calculated total energy	-121448.912	eV

Geometry as XYZ:
```
91
Properties=species:S:1:pos:R:3:lowdin_charge:R:1
In 2.58006 1.02350 0.44802 0.4285
N 2.62290 5.45867 1.80995 0.0273
C 2.40191 4.11824 1.63833 -0.8643
S 3.66975 3.37242 0.69470 0.5939
N 1.31966 3.62962 2.18039 0.0351
N 1.20615 2.27397 1.98951 -0.0129
C 0.25232 1.70091 2.54040 -0.2336
C -0.75049 2.36641 3.42158 -0.1660
C -2.07604 2.63418 3.04372 -0.0110
C -2.99922 3.04532 3.99326 -0.0920
C -2.63494 3.32898 5.29194 -0.1108
C -1.31564 3.17222 5.69963 -0.0805
C -0.39237 2.72030 4.73458 -0.0315
C 0.11439 0.27916 2.26924 -0.2830
C -0.58928 -0.54933 3.12366 -0.0392
C -0.26033 -1.94940 3.07996 -0.1025
C 0.51648 -2.46335 2.08421 -0.0506
C 0.66983 -1.58930 0.87559 -0.3709
N 0.89408 -0.19194 1.24666 -0.0069
H 3.16362 5.93854 1.09425 0.0697
H 1.87254 5.99380 2.28266 0.1061
H -2.44794 2.31465 2.09331 0.1079
H -3.99437 3.03172 3.72474 0.0748
H -3.38486 3.65460 5.98636 0.0898
H -0.97808 3.37984 6.75094 0.1126
H 0.67255 2.57596 5.01160 0.1243
H -1.20600 -0.15060 3.92906 0.1001
H -0.48484 -2.60450 3.90148 0.0889
H 0.89459 -3.51329 2.17123 0.1219
H 1.54423 -1.90197 0.30351 0.1110
Cl 5.02479 -3.40625 -0.63576 0.6131
C 4.49018 -3.03670 1.02037 -0.6388
C 4.31411 -4.10780 1.94059 -0.1040
C 3.82958 -3.88672 3.22150 -0.0886
C 3.61583 -2.56870 3.62758 -0.1341
C 3.78725 -1.55712 2.72758 -0.6695
Cl 3.48669 0.04874 3.31539 0.7357
C 4.26408 -1.72480 1.43895 -0.6959
S 4.52731 -0.42579 0.26758 0.5971
H 4.55457 -5.07577 1.51291 0.0923
H 3.71650 -4.59051 4.03809 0.1022
H 3.31348 -2.27860 4.62995 0.1064
C -2.73512 -1.57283 -4.29624 -0.0465
N -3.89123 -1.63695 -3.35594 -0.2180
C -3.78571 -2.08107 -1.93818 -0.0332
C -5.14744 -1.47357 -3.82715 -0.3363
N -6.25453 -1.39075 -4.17487 0.1112
H -1.80880 -1.28250 -3.69688 0.0864
H -2.94878 -0.68229 -4.97307 0.0992
H -2.64993 -2.53995 -4.86525 0.0920
H -4.58525 -2.81373 -1.72378 0.0932
H -3.86959 -1.24794 -1.25384 0.0779
H -2.85272 -2.65278 -1.84802 0.0667
C 1.71305 3.70917 -4.17132 -0.0682
C 0.25365 3.93992 -3.70112 -0.1653
C -0.31131 2.73532 -2.93681 -0.2922
C -1.69930 2.94501 -2.33662 -0.1902
C -2.29957 1.66444 -1.82426 -0.0740
C -0.29686 1.52057 -3.81081 -0.4815
O -0.88795 1.49893 -4.86756 0.0892
N 0.49028 0.50785 -3.36546 0.2147
C 1.44115 0.56837 -2.28474 -0.5359
O 2.12584 -0.42935 -2.18233 0.0228
N 1.42858 1.56492 -1.36453 0.0909
C 0.61822 2.64512 -1.59970 -0.4479
O 0.55381 3.55575 -0.84591 0.0884
H 2.02945 4.68285 -4.52703 0.0634
H 1.76517 2.95410 -4.97691 0.0844
H 2.47140 3.51975 -3.40751 0.0791
H -0.44473 4.19675 -4.52617 0.1266
H 0.22388 4.81195 -3.01679 0.1241
H -2.38461 3.38074 -3.07619 0.1276
H -1.64064 3.68735 -1.55155 0.1127
H -2.64927 1.03325 -2.66182 0.0750
H -3.18012 1.92651 -1.26268 0.0722
H -1.57509 1.12543 -1.18081 0.0845
H 0.82527 -0.13430 -4.08672 0.1656
Cl -0.33283 -7.59156 -1.05673 0.6152
C -0.48702 -5.84335 -1.01794 -0.6694
C -1.43211 -5.36901 -0.17588 -0.1445
C -1.54648 -4.00725 0.03560 -0.0560
C -0.60725 -3.13680 -0.50264 -0.2394
C -0.52007 -1.69565 -0.04133 -0.1116
C 0.41827 -3.67536 -1.28973 -0.0194
C 0.48853 -5.03437 -1.63038 -0.0703
H -2.16016 -6.05396 0.32503 0.1188
H -2.28441 -3.58554 0.70819 0.1208
H -0.50092 -1.04074 -0.92442 0.1083
H -1.35796 -1.37164 0.51236 0.1021
H 1.20384 -2.93861 -1.67353 0.1373
H 1.27236 -5.38149 -2.26923 0.0974
```

[5]
# C2H3N3O2

An isolated molecule of C2H3N3O2 (ωB97M-V/def2-TZVPD, OMol25).

Results
HOMO energy	-9.30	eV
2S+1	1
SMILES	O=c1[nH]nc(O)[nH]1
relative energy (zero: lowest compared OMol25 entry of this formula, charge and spin)	285.0	kJ/mol
frontier orbital gap	0.3561	Eh
calculated total energy	-10685.503	eV

Geometry as XYZ:
```
10
Properties=species:S:1:pos:R:3:nbo_charge:R:1
O 2.42792 -0.73056 0.04821 -0.6282
C 1.39962 -0.09405 -0.12318 0.7414
N 0.93062 1.02455 -0.05806 -0.4193
N -0.45271 1.27878 -0.20854 -0.3770
C -0.93409 0.08083 -0.22314 0.6599
O -2.08899 -0.60299 0.13288 -0.6749
N 0.07324 -0.80817 -0.33591 -0.6554
H 1.53420 1.79115 0.66226 0.4233
H -2.94203 -0.14535 0.23113 0.5119
H 0.05222 -1.79418 -0.12565 0.4182
```

[6]
# C16H33F3O8

A 3-piece molecular cluster, C16H33F3O8 overall (ωB97M-V/def2-TZVPD, OMol25).

Results
HOMO energy	-9.49	eV
2S+1	1
SMILES	CCOC(=O)C(F)(F)F.COCCOCCOC.COCCOCCOC
relative energy (zero: lowest compared OMol25 entry of this formula, charge and spin)	0.0	kJ/mol
frontier orbital gap	0.3801	Eh
calculated total energy	-41656.574	eV

Geometry as XYZ:
```
60
Properties=species:S:1:pos:R:3:nbo_charge:R:1
C 1.03519 3.54632 -0.16197 -0.6276
C 1.15581 2.10800 0.25250 -0.0813
O -0.10255 1.44469 0.04100 -0.4815
C -0.11340 0.13912 0.22334 0.6978
O 0.75747 -0.52928 0.69282 -0.5444
C -1.44491 -0.46401 -0.26385 0.8990
F -2.49687 0.19984 0.20516 -0.2955
F -1.49433 -0.43661 -1.61163 -0.3177
F -1.52824 -1.74033 0.11351 -0.3086
H 2.04044 3.96426 -0.13417 0.2253
H 0.29197 4.06591 0.43127 0.2213
H 0.77047 3.58968 -1.22410 0.2104
H 1.44011 2.02080 1.30582 0.1936
H 1.94692 1.57012 -0.27067 0.2036
C 2.61493 1.45319 -3.28513 -0.2550
O 2.84263 0.07531 -3.54674 -0.5404
C 4.16908 -0.25665 -3.85918 -0.0804
C 5.01029 -0.63201 -2.64456 -0.0865
O 5.15693 0.43910 -1.73243 -0.5658
C 4.86767 0.08953 -0.38870 -0.0859
C 5.17678 1.25447 0.52118 -0.0816
O 4.36976 2.38336 0.25671 -0.5554
C 4.97095 3.31577 -0.62122 -0.2550
H 2.77445 2.05222 -4.19296 0.1637
H 3.30239 1.84645 -2.53188 0.1816
H 1.59157 1.56360 -2.93868 0.1892
H 4.65980 0.52664 -4.45299 0.1660
H 4.09186 -1.15333 -4.47982 0.1898
H 6.00321 -0.95650 -2.97944 0.1760
H 4.50029 -1.47967 -2.17085 0.1780
H 5.46932 -0.78211 -0.10695 0.1738
H 3.79804 -0.13935 -0.29644 0.1842
H 6.23789 1.53055 0.46087 0.1729
H 4.99786 0.91702 1.54547 0.1933
H 5.34353 2.85149 -1.52949 0.1926
H 5.78827 3.83554 -0.09971 0.1671
H 4.22339 4.08025 -0.83068 0.1841
C -4.97501 -1.19266 -1.94450 -0.2473
O -5.06458 -0.97911 -0.56733 -0.5337
C -5.70962 -2.03791 0.08290 -0.0933
C -6.07657 -1.65620 1.50749 -0.0725
O -5.02173 -1.26032 2.34861 -0.5221
C -3.97693 -2.17167 2.46348 -0.1016
C -2.84318 -1.53035 3.24288 -0.0798
O -3.16946 -1.14611 4.56805 -0.5268
C -3.64027 -2.19851 5.36241 -0.2543
H -5.94468 -1.44417 -2.38973 0.1625
H -4.27750 -2.01622 -2.17995 0.1633
H -4.56075 -0.30862 -2.42475 0.1968
H -5.13199 -2.97418 0.03937 0.1633
H -6.67013 -2.26023 -0.41393 0.1681
H -6.63399 -2.50941 1.92330 0.1608
H -6.74986 -0.80107 1.44358 0.1968
H -3.57092 -2.48593 1.49698 0.1791
H -4.30029 -3.10471 2.96019 0.1572
H -2.63507 -0.57520 2.75196 0.1992
H -1.95895 -2.17533 3.20983 0.1697
H -4.64575 -2.51797 5.06682 0.1648
H -3.69550 -1.87919 6.40377 0.1913
H -2.96622 -3.06831 5.35310 0.1579
```